# 1
Below is a structure of composition C24H27ClIO3P2Ti, with properties calculated with ωB97M-V/def2-TZVPD.

Output
LUMO level (alpha / beta): -12.99 / -14.29 eV
gap between HOMO and LUMO (alpha / beta): 4.2386 / 2.8421 eV
charge: +3
total energy: -93752.842 eV
HOMO (alpha / beta): -17.2 / -17.1 eV

Structure (XYZ):
```
59
Properties=species:S:1:pos:R:3:forces:R:3
C 0.22464 -1.86085 -0.41320 -0.67 -0.70 0.40
C 1.57955 -1.00108 -0.89999 3.19 -5.33 2.59
H 0.60219 -2.89510 -0.44555 0.01 0.08 0.27
H -0.61367 -1.93652 -1.16855 0.61 0.35 0.74
H -0.12313 -1.85265 0.75371 1.21 0.13 -1.99
O 2.47826 -1.56861 -1.54187 -3.66 1.76 -0.01
I 2.25959 1.70236 -0.33293 0.69 0.55 0.73
Ti -1.52612 -0.35409 0.62730 3.27 1.13 1.49
P -0.08589 0.29067 -2.51276 -0.50 0.67 -1.87
C 1.48462 0.77643 -3.37188 0.08 0.53 0.48
C -0.40469 -1.13642 -3.63772 -0.50 0.02 1.14
H -2.27906 1.27839 -2.82927 0.45 0.39 -0.32
H -1.12196 1.65438 -4.20590 -0.20 0.11 0.47
H -0.95896 2.52755 -2.60367 -0.42 -0.35 -0.46
C -1.25599 1.58794 -3.11158 0.36 -0.24 0.70
H -1.44252 -1.44602 -3.57249 -0.14 -0.24 -0.10
H -0.20342 -0.74059 -4.62568 -0.03 -0.11 -0.23
H 1.20241 0.76372 -4.43278 0.21 0.04 0.23
H 2.31215 0.07065 -3.17594 -0.45 0.50 -0.22
H 0.26411 -1.96770 -3.42001 0.03 -0.06 -0.14
H 1.74084 1.79943 -3.06111 0.08 -0.46 -0.42
C 2.31198 -0.35930 0.30928 -0.60 2.33 1.51
O 2.69129 -0.71772 1.37540 -0.84 -0.30 -2.24
Cl -3.39596 0.12494 -0.23391 0.06 -0.12 0.21
O -0.55019 0.06705 2.26651 -1.48 -0.61 -2.69
P -0.31436 0.21321 3.90798 0.50 -0.40 -0.96
C 1.27830 0.92464 4.23650 0.74 0.64 -0.04
C 1.96437 1.75187 3.34041 -0.51 -0.17 -0.48
C 3.22556 2.25810 3.62902 0.05 0.50 -1.11
C 3.83297 2.01172 4.83822 -0.07 -0.24 0.69
C 3.14238 1.23730 5.77355 0.09 0.33 -0.05
C 1.88986 0.71771 5.47867 -0.13 -0.66 0.24
C -1.66174 1.20152 4.38832 -0.62 0.62 0.51
C -1.60895 1.86636 5.62136 0.10 0.07 -0.18
C -2.67330 2.64718 6.04202 -0.59 0.35 0.08
C -3.80971 2.82427 5.23844 0.56 -0.54 0.07
C -3.83914 2.16828 4.00584 -0.80 0.34 -0.18
C -2.79279 1.35528 3.59754 -0.35 0.18 -0.36
C -0.35214 -1.43538 4.51386 -0.46 0.23 1.02
C 0.80552 -2.21084 4.54017 -0.15 -1.28 0.15
C 0.79807 -3.43962 5.22570 0.17 0.92 -0.76
C -0.33349 -3.88322 5.88620 0.13 0.14 0.92
C -1.45413 -3.07207 5.92192 -0.99 0.88 -0.21
C -1.47670 -1.83387 5.25755 -0.32 -0.67 -0.12
H 1.49571 1.97100 2.38626 0.15 0.10 0.12
H 3.74706 2.85932 2.86873 -0.35 -0.26 0.43
H 4.81429 2.42736 5.08003 -0.34 -0.20 -0.14
H 3.58716 1.06657 6.74414 -0.09 -0.12 0.03
H 1.39765 0.09227 6.20881 0.01 -0.05 0.21
H -0.70515 1.79590 6.20885 -0.03 0.03 0.27
H -2.65143 3.15389 7.00028 0.22 -0.10 -0.04
H -4.65802 3.43362 5.57789 0.52 -0.26 -0.22
H -4.71683 2.32732 3.36658 0.46 -0.25 0.18
H -2.85807 0.87857 2.61500 -0.12 0.08 0.27
H 1.67671 -1.88756 4.00254 0.42 0.06 0.01
H 1.68963 -4.02812 5.25517 0.43 -0.23 -0.05
H -0.29336 -4.77382 6.52859 -0.08 0.25 -0.63
H -2.33726 -3.36627 6.49051 0.28 0.03 -0.13
H -2.36596 -1.18973 5.28016 0.38 -0.39 0.20
```
Forces are in eV/Å.

The computed Löwdin charges, all in e, follow: atom 1 (C): -0.090, atom 2 (C): -0.528, atom 3 (H): 0.127, atom 4 (H): 0.059, atom 5 (H): 0.099, atom 6 (O): 0.145, atom 7 (I): 1.196, atom 8 (Ti): 0.898, atom 9 (P): 0.830, atom 10 (C): -0.283, atom 11 (C): -0.205, atom 12 (H): 0.033, atom 13 (H): 0.081, atom 14 (H): 0.067, atom 15 (C): -0.223, atom 16 (H): 0.063, atom 17 (H): 0.067, atom 18 (H): 0.073, atom 19 (H): 0.057, atom 20 (H): 0.065, atom 21 (H): -0.001, atom 22 (C): -0.681, atom 23 (O): 0.136, atom 24 (Cl): 0.325, atom 25 (O): -0.472, atom 26 (P): 0.994, atom 27 (C): -0.295, atom 28 (C): -0.105, atom 29 (C): -0.053, atom 30 (C): -0.014, atom 31 (C): -0.016, atom 32 (C): -0.066, atom 33 (C): -0.320, atom 34 (C): -0.035, atom 35 (C): -0.017, atom 36 (C): -0.002, atom 37 (C): -0.040, atom 38 (C): -0.090, atom 39 (C): -0.316, atom 40 (C): -0.059, atom 41 (C): -0.023, atom 42 (C): -0.021, atom 43 (C): -0.029, atom 44 (C): -0.041, atom 45 (H): 0.023, atom 46 (H): 0.125, atom 47 (H): 0.138, atom 48 (H): 0.128, atom 49 (H): 0.119, atom 50 (H): 0.116, atom 51 (H): 0.130, atom 52 (H): 0.139, atom 53 (H): 0.130, atom 54 (H): 0.044, atom 55 (H): 0.107, atom 56 (H): 0.119, atom 57 (H): 0.142, atom 58 (H): 0.130, atom 59 (H): 0.119


# 2
Below is a cluster of 2 separate species, C24H27N3O10 in total, with properties calculated with ωB97M-V/def2-TZVPD.

Output
LUMO level: 0.01 eV
gap between HOMO and LUMO: 9.0820 eV
charge: 0
total energy: -50274.075 eV
HOMO: -9.1 eV

Structure (XYZ):
```
64
Properties=species:S:1:pos:R:3:forces:R:3
O 2.97564 6.10633 -4.29601 1.08 -0.15 0.14
C 3.98799 5.56268 -4.70292 -1.57 0.04 -0.02
O 5.22010 5.83881 -4.22982 -0.62 -0.34 -0.46
C 3.85126 4.51906 -5.80835 0.98 -0.60 0.47
C 2.79246 3.43692 -5.47721 -0.34 0.34 0.30
C 3.15848 2.56484 -4.27165 1.30 0.05 0.38
O 4.32228 2.51313 -3.90386 -0.70 -0.15 -0.09
N 2.15096 1.85185 -3.63867 -0.03 0.64 -1.01
C 2.27242 0.96279 -2.56065 0.09 -0.54 0.68
C 1.17885 0.82183 -1.70560 0.12 -0.32 0.41
C 1.23552 -0.04424 -0.61238 0.35 0.05 -0.33
C 2.37079 -0.82952 -0.36025 -0.11 1.54 -0.34
C 2.32559 -1.78227 0.76347 0.54 -1.74 -0.54
O 2.69142 -2.93357 0.59004 -0.29 0.94 0.68
O 1.80752 -1.35194 1.93453 0.29 0.09 -0.52
C 3.50034 -0.68781 -1.20618 -1.63 0.82 0.61
C 4.78039 -1.38888 -0.94914 1.15 -0.69 -1.58
O 5.40123 -1.84438 -1.89735 -0.32 0.33 1.31
O 5.24671 -1.44065 0.32278 -0.65 0.21 -0.72
C 3.41829 0.19554 -2.30206 0.45 -0.32 0.14
H 5.08353 6.47929 -3.51592 0.05 0.08 0.01
H 4.82654 4.04941 -5.97112 -0.20 -0.01 -0.01
H 3.57697 5.03596 -6.73121 -0.11 0.01 0.17
H 2.67053 2.78065 -6.34303 -0.01 0.02 0.04
H 1.82993 3.92099 -5.28701 0.01 -0.01 -0.11
H 1.20841 2.08795 -3.92699 0.21 -0.15 0.17
H 0.27503 1.39942 -1.86965 0.05 0.01 -0.01
H 0.38090 -0.10833 0.05318 0.11 -0.03 -0.09
H 1.92796 -2.09993 2.53773 -0.09 -0.04 0.11
H 6.07345 -1.94030 0.25987 0.06 -0.05 0.07
H 4.28411 0.27911 -2.95225 -0.16 0.05 0.18
C -5.57373 -2.59435 1.29034 0.15 0.18 0.47
N -4.25624 -2.72788 1.90940 0.42 -0.59 -0.84
C -3.94293 -2.26217 3.12712 -0.71 0.87 1.18
O -4.78545 -1.71762 3.82930 0.33 -0.09 -0.02
C -2.47992 -2.45170 3.60078 0.29 -0.57 0.05
C -1.46028 -1.45589 3.01703 -0.10 0.56 -0.38
C -1.80457 -0.95008 1.63232 -0.10 0.00 -0.11
C -2.39841 0.31901 1.49074 0.08 -0.68 -1.08
C -2.79786 0.77546 0.22212 0.53 -1.10 0.34
C -2.61051 -0.04586 -0.90914 0.08 0.09 1.30
O -2.99588 0.39158 -2.13465 0.24 -0.58 -0.60
C -2.01474 -1.31709 -0.76776 -0.11 0.42 0.53
C -1.60825 -1.76980 0.50285 -0.60 1.47 -0.38
N -2.28091 -2.63947 5.04988 -0.19 -0.64 -2.29
C -2.47971 -1.82023 6.08605 -0.26 1.10 1.71
C -2.75473 -0.33787 5.91704 -0.22 -0.35 -0.37
O -2.37519 -2.27097 7.21616 0.06 -0.13 0.10
H -5.94883 -1.57923 1.43801 0.02 -0.11 0.02
H -5.50886 -2.79604 0.22040 0.16 -0.03 0.16
H -6.27216 -3.29463 1.75188 -0.06 0.08 -0.07
H -3.51610 -3.12355 1.35179 -0.15 0.05 0.02
H -2.19872 -3.40893 3.16108 0.04 -0.22 0.11
H -0.48718 -1.94357 2.98911 0.00 -0.05 0.11
H -1.35993 -0.59357 3.67094 -0.05 0.00 0.13
H -2.56924 0.93723 2.36299 0.04 -0.01 0.01
H -3.25592 1.74725 0.12016 -0.06 0.15 -0.07
H -3.55618 1.16688 -2.07660 -0.04 0.16 0.22
H -1.86812 -1.93204 -1.64361 0.00 0.00 -0.09
H -1.14271 -2.74128 0.60721 0.07 -0.06 -0.02
H -2.06821 -3.57821 5.34573 -0.12 -0.05 0.05
H -1.80896 0.18207 5.78982 0.12 0.11 0.00
H -3.24216 0.02492 6.82022 0.13 -0.13 -0.03
H -3.40302 -0.14713 5.06899 -0.03 0.08 -0.18
```
Forces are in eV/Å.

The computed Löwdin charges, all in e, follow: atom 1 (O): 0.082, atom 2 (C): -0.505, atom 3 (O): 0.121, atom 4 (C): -0.088, atom 5 (C): -0.089, atom 6 (C): -0.421, atom 7 (O): 0.082, atom 8 (N): 0.127, atom 9 (C): -0.200, atom 10 (C): 0.009, atom 11 (C): 0.010, atom 12 (C): -0.075, atom 13 (C): -0.468, atom 14 (O): 0.114, atom 15 (O): 0.118, atom 16 (C): -0.049, atom 17 (C): -0.450, atom 18 (O): 0.110, atom 19 (O): 0.127, atom 20 (C): 0.080, atom 21 (H): 0.129, atom 22 (H): 0.120, atom 23 (H): 0.128, atom 24 (H): 0.125, atom 25 (H): 0.116, atom 26 (H): 0.147, atom 27 (H): 0.114, atom 28 (H): 0.098, atom 29 (H): 0.129, atom 30 (H): 0.134, atom 31 (H): 0.125, atom 32 (C): -0.048, atom 33 (N): 0.023, atom 34 (C): -0.448, atom 35 (O): 0.062, atom 36 (C): -0.186, atom 37 (C): -0.093, atom 38 (C): -0.244, atom 39 (C): -0.010, atom 40 (C): -0.002, atom 41 (C): -0.322, atom 42 (O): 0.049, atom 43 (C): -0.007, atom 44 (C): -0.063, atom 45 (N): 0.117, atom 46 (C): -0.539, atom 47 (C): 0.005, atom 48 (O): 0.036, atom 49 (H): 0.087, atom 50 (H): 0.084, atom 51 (H): 0.086, atom 52 (H): 0.114, atom 53 (H): 0.144, atom 54 (H): 0.104, atom 55 (H): 0.104, atom 56 (H): 0.118, atom 57 (H): 0.110, atom 58 (H): 0.104, atom 59 (H): 0.117, atom 60 (H): 0.123, atom 61 (H): 0.148, atom 62 (H): 0.081, atom 63 (H): 0.089, atom 64 (H): 0.059


- Which of these has the highest charge?
  C24H27ClIO3P2Ti


- Among the records above, which one has the lowest total energy?
  C24H27ClIO3P2Ti


- What is the charge in the second record?
  0